# 1
ORCA calculation (the ωB97M-V functional and the def2-TZVPD basis) on 8 unconnected molecules or ions with the total composition C23H63BFO21PS7.

Element x y z (Å)
C (4.7938, 0.5169, -1.4135)
P (3.4384, 1.4907, -2.2847)
C (1.7522, 1.2235, -1.4979)
B (3.8454, 3.3278, -1.8861)
F (5.1691, 3.7095, -2.2013)
H (5.7665, 0.7566, -1.9330)
H (4.9400, 0.8445, -0.3418)
H (4.6727, -0.5978, -1.4874)
H (1.2866, 0.2356, -1.7375)
H (1.7954, 1.4142, -0.3848)
H (1.0812, 2.0333, -1.9067)
H (3.0572, 4.0794, -1.4197)
O (-1.1919, 1.1244, -0.8689)
S (-2.0778, 0.4351, 0.0307)
O (-1.8298, -0.9178, 0.4467)
O (-3.5826, 0.5402, -0.5316)
C (-3.8406, 0.1200, -1.8791)
C (-3.9295, -1.3903, -1.9860)
C (-2.3156, 1.4334, 1.4708)
H (-3.0890, 0.5198, -2.5589)
H (-4.7980, 0.5568, -2.1656)
H (-2.9586, -1.8549, -1.8011)
H (-4.2616, -1.6850, -2.9809)
H (-4.6252, -1.7906, -1.2468)
H (-2.5630, 2.4462, 1.1598)
H (-1.3838, 1.4302, 2.0352)
H (-3.1163, 1.0030, 2.0696)
O (3.0604, 3.0897, 2.7408)
S (3.9872, 4.1879, 2.7958)
O (4.6539, 4.5585, 4.0146)
O (3.2866, 5.4963, 2.1685)
C (2.0189, 5.9050, 2.6918)
C (2.1659, 6.6409, 4.0104)
C (5.2049, 3.9665, 1.5336)
H (1.3479, 5.0477, 2.7902)
H (1.5786, 6.5755, 1.9520)
H (2.5127, 5.9700, 4.7981)
H (1.2092, 7.0635, 4.3225)
H (2.8989, 7.4451, 3.9243)
H (4.7020, 3.7463, 0.5945)
H (5.8405, 3.1303, 1.8236)
H (5.7992, 4.8745, 1.4530)
O (-6.5017, -2.5136, -3.2029)
S (-7.7511, -3.2261, -3.1715)
O (-8.0645, -4.1505, -2.1185)
O (-7.9692, -3.9591, -4.5907)
C (-6.9308, -4.8136, -5.0801)
C (-6.9507, -6.1694, -4.3995)
C (-9.0768, -2.0658, -3.3197)
H (-5.9544, -4.3330, -4.9750)
H (-7.1126, -4.9439, -6.1482)
H (-6.6754, -6.0844, -3.3470)
H (-6.2459, -6.8502, -4.8800)
H (-7.9502, -6.6062, -4.4383)
H (-8.8709, -1.4007, -4.1558)
H (-9.1271, -1.4982, -2.3914)
H (-10.0057, -2.6110, -3.4746)
O (9.8087, 2.1736, 5.3604)
S (8.5493, 1.4803, 5.3908)
O (8.2189, 0.5646, 6.4470)
O (8.3250, 0.7430, 3.9736)
C (9.3508, -0.1305, 3.4886)
C (9.3071, -1.4834, 4.1719)
C (7.2398, 2.6562, 5.2279)
H (10.3346, 0.3344, 3.5935)
H (9.1691, -0.2618, 2.4204)
H (9.5817, -1.4006, 5.2250)
H (10.0004, -2.1778, 3.6951)
H (8.3013, -1.9035, 4.1322)
H (7.4585, 3.3127, 4.3886)
H (7.1894, 3.2323, 6.1504)
H (6.3043, 2.1228, 5.0713)
O (8.0033, -3.7688, 2.0300)
S (6.7505, -4.4760, 2.0557)
O (6.4223, -5.3978, 3.1065)
O (6.5336, -5.2061, 0.6345)
C (7.5676, -6.0679, 0.1495)
C (7.5336, -7.4241, 0.8289)
C (5.4341, -3.3056, 1.9013)
H (8.5469, -5.5950, 0.2598)
H (7.3901, -6.1958, -0.9195)
H (7.8043, -7.3422, 1.8828)
H (8.2356, -8.1101, 0.3512)
H (6.5309, -7.8532, 0.7847)
H (5.6496, -2.6415, 1.0666)
H (5.3831, -2.7383, 2.8298)
H (4.5020, -3.8436, 1.7408)
O (-8.7126, 1.5485, 3.4244)
S (-7.5842, 1.0981, 4.1930)
O (-6.2946, 1.7202, 4.0737)
O (-7.4149, -0.4913, 3.9879)
C (-7.3322, -0.9975, 2.6517)
C (-5.9515, -0.7916, 2.0592)
C (-8.0351, 1.0499, 5.9019)
H (-8.1040, -0.5491, 2.0208)
H (-7.5442, -2.0663, 2.7095)
H (-5.7484, 0.2687, 1.8976)
H (-5.8643, -1.3026, 1.0988)
H (-5.1809, -1.1693, 2.7341)
H (-8.9828, 0.5250, 6.0010)
H (-8.1365, 2.0776, 6.2478)
H (-7.2490, 0.5443, 6.4590)
O (-3.8198, 1.2929, -4.5701)
S (-3.3200, 1.1448, -5.9110)
O (-1.9280, 1.3121, -6.2191)
O (-4.1881, 2.0787, -6.8972)
C (-4.3205, 3.4669, -6.5752)
C (-3.0797, 4.2528, -6.9552)
C (-3.8594, -0.4116, -6.5534)
H (-4.5613, 3.5958, -5.5167)
H (-5.1721, 3.8391, -7.1470)
H (-2.2302, 3.9715, -6.3308)
H (-3.2511, 5.3237, -6.8314)
H (-2.7993, 4.0548, -7.9914)
H (-4.9278, -0.5153, -6.3743)
H (-3.3126, -1.1947, -6.0294)
H (-3.6367, -0.4488, -7.6178)

Force components x, y, z for each atom (eV/Å):
0.84 0.20 0.48
-0.25 0.14 -0.08
0.01 0.68 0.76
2.17 -1.03 -0.60
-2.34 -0.27 0.75
-1.06 -0.15 0.37
-0.31 -0.62 -1.02
-0.16 1.14 0.12
0.55 0.89 0.27
-0.18 -0.53 -1.10
0.70 -0.92 0.24
0.10 0.48 -0.18
-0.19 -0.54 0.16
-0.85 0.30 0.14
0.24 0.39 -0.34
0.64 0.23 0.68
-0.09 -0.58 -0.76
0.39 -0.12 0.18
-0.09 0.02 0.00
0.02 0.08 0.26
0.12 0.19 0.27
-0.02 0.06 0.01
-0.07 0.10 0.08
-0.06 0.02 -0.14
-0.01 -0.07 -0.03
0.01 -0.08 -0.11
0.03 0.00 -0.05
0.22 0.39 0.40
0.08 0.43 -0.62
-0.39 -0.39 -0.20
0.53 -0.64 -0.04
-0.73 0.38 0.49
0.19 -0.13 0.22
0.00 0.08 -0.05
0.18 -0.08 -0.05
0.27 -0.15 -0.16
-0.04 0.03 -0.04
0.01 -0.02 -0.10
-0.09 0.00 -0.06
0.00 0.04 0.08
-0.10 0.01 0.10
-0.06 -0.02 0.01
-0.35 -0.50 0.11
-0.49 -0.04 -0.47
0.42 0.35 -0.22
-0.16 0.61 0.48
0.58 -0.72 -0.20
-0.01 -0.01 0.32
-0.03 -0.01 -0.12
-0.13 0.12 0.11
-0.21 0.25 0.09
0.01 0.00 -0.06
-0.03 0.07 -0.06
0.06 0.02 -0.10
0.02 -0.06 0.03
0.10 -0.10 0.00
0.07 -0.02 0.02
-0.24 -0.48 0.17
-0.42 0.02 -0.44
0.41 0.32 -0.23
-0.19 0.61 0.43
0.60 -0.75 -0.18
0.00 0.02 0.38
-0.03 -0.05 -0.13
-0.14 0.14 0.10
-0.21 0.24 0.09
0.01 0.03 -0.06
-0.09 0.05 -0.08
0.09 -0.02 -0.12
0.01 -0.04 0.05
0.08 -0.09 -0.01
0.05 0.01 0.02
-0.24 -0.51 0.17
-0.47 0.06 -0.46
0.45 0.33 -0.24
-0.15 0.59 0.48
0.58 -0.71 -0.19
-0.02 -0.01 0.31
-0.03 -0.02 -0.12
-0.13 0.12 0.10
-0.20 0.26 0.09
0.01 0.00 -0.06
-0.03 0.07 -0.06
0.06 0.02 -0.09
0.02 -0.06 0.03
0.10 -0.10 0.01
0.07 -0.01 0.02
0.57 -0.01 0.01
-0.02 -0.59 0.28
-0.51 0.00 -0.19
-0.25 0.64 0.49
0.28 -0.30 -0.87
0.14 0.29 0.01
-0.01 -0.11 0.03
-0.01 0.11 0.18
-0.09 0.12 0.31
-0.03 -0.05 -0.05
-0.04 -0.03 0.06
-0.07 -0.09 -0.06
0.05 0.01 -0.05
0.04 -0.01 -0.14
-0.01 0.02 -0.07
0.35 0.22 -0.50
-0.29 -0.04 -0.62
-0.44 0.04 0.43
0.14 -0.74 0.30
0.11 0.94 0.11
0.28 -0.12 0.09
-0.11 0.03 -0.07
0.04 -0.20 -0.02
-0.02 -0.34 -0.03
-0.05 0.03 -0.02
-0.08 -0.06 -0.01
-0.10 0.05 0.02
0.05 0.04 0.02
0.04 0.13 0.05
0.02 0.05 0.06

Results
* charge: 0
* E_tot: -156397.035 eV
* Kohn-Sham gap: 8.44 eV
* M: 960.99 g/mol
* E_HOMO: -8.24 eV
* structure (SMILES): CCOS(C)(=O)=O.CCOS(C)(=O)=O.CCOS(C)(=O)=O.CCOS(C)(=O)=O.CCOS(C)(=O)=O.CCOS(C)(=O)=O.CCOS(C)(=O)=O.CP(C)BF


# 2
ORCA calculation (the ωB97M-V functional and the def2-TZVPD basis) on CH3N3S in the gas phase.

Element x y z (Å)
C (0.5908, -0.2511, -0.1717)
N (1.9424, -0.5342, -0.0580)
N (1.9742, 1.7546, -1.8304)
N (0.1342, 1.0343, -0.0061)
S (1.1755, 2.4041, -0.7534)
H (2.0069, 0.0796, -0.7781)
H (-0.2633, -0.8826, -0.0891)
H (-0.8839, 1.2091, 0.1949)

Force components x, y, z for each atom (eV/Å):
0.41 1.57 3.42
-4.98 -2.40 1.45
1.03 -0.86 -1.23
-0.01 -1.23 -0.12
-1.05 1.41 1.34
3.48 3.41 -4.04
-0.12 -1.41 0.10
1.24 -0.49 -0.93

Results
* charge: 0
* spin multiplicity: 3
* E_tot: -16384.925 eV
* Kohn-Sham gap (alpha / beta): 7.73 / 6.36 eV
* M: 89.12 g/mol
* E_HOMO (alpha / beta): -7.63 / -9.10 eV
* <S²>: 2.070


# 3
ORCA calculation (the ωB97M-V functional and the def2-TZVPD basis) on a molecular structure, C28H46NP2SSn.

Element x y z (Å)
Sn (0.2684, 1.4498, 0.1747)
C (-1.4804, -2.1057, 1.9225)
C (-0.8627, -1.1302, 2.9576)
C (-1.8784, -0.2467, 3.6432)
P (0.5792, -0.2176, 2.2979)
C (1.4669, 0.6088, 3.7484)
C (1.6348, -0.2211, 5.0553)
C (2.9687, 0.9292, 3.3978)
C (1.8035, -1.2638, 1.4844)
C (2.7377, -2.0396, 2.1701)
C (3.6980, -2.7651, 1.4859)
C (4.7573, -3.5297, 2.2187)
C (3.6458, -2.8055, 0.1226)
C (2.6892, -2.0368, -0.5783)
C (1.7164, -1.2759, 0.0843)
N (0.6889, -0.6023, -0.5482)
C (-0.1332, -1.1358, -1.4831)
C (-0.0002, -2.5027, -1.8781)
C (-0.9356, -3.0944, -2.7119)
C (-2.0551, -2.3931, -3.2109)
C (-3.0235, -2.9856, -4.1862)
C (-2.1777, -1.0532, -2.8463)
C (-1.2219, -0.3553, -2.0578)
P (-1.5143, 1.3126, -1.6346)
C (-3.2301, 1.4372, -0.9479)
C (-3.2532, 2.4946, 0.1487)
C (-3.7023, 0.1288, -0.2291)
C (-1.4449, 2.4346, -3.1345)
C (-2.6442, 3.4511, -3.2698)
C (-1.3121, 1.6265, -4.4245)
H (-2.5320, -2.3653, 2.1566)
H (-1.6000, -1.6438, 0.9556)
H (-0.8652, -2.9640, 1.7167)
H (-0.4672, -1.7828, 3.7289)
H (-2.2175, 0.5620, 3.0383)
H (-2.7544, -0.8998, 3.9683)
H (-1.5024, 0.1450, 4.6360)
H (1.0457, 1.5725, 3.8996)
H (2.4697, -0.9426, 4.9858)
H (1.8864, 0.4574, 5.8912)
H (0.7322, -0.7176, 5.3906)
H (3.4766, 0.0783, 2.9581)
H (3.1207, 1.8732, 2.8519)
H (3.5214, 1.0445, 4.3420)
H (2.7907, -1.9700, 3.2949)
H (5.5748, -2.9129, 2.5250)
H (4.3475, -3.7688, 3.1820)
H (5.2078, -4.3191, 1.6733)
H (4.4234, -3.3428, -0.4465)
H (2.7337, -1.9570, -1.6339)
H (0.8613, -3.1298, -1.6599)
H (-0.7485, -4.1045, -3.0860)
H (-2.5634, -3.6240, -4.9859)
H (-3.8157, -3.6129, -3.6333)
H (-3.6065, -2.1915, -4.7194)
H (-3.0829, -0.6151, -3.2682)
H (-3.9130, 1.6998, -1.7746)
H (-2.7793, 2.1190, 1.0485)
H (-2.6019, 3.3585, -0.1773)
H (-4.2242, 2.8424, 0.3894)
H (-2.9574, -0.4426, 0.3910)
H (-4.5540, 0.4114, 0.4164)
H (-4.1693, -0.6990, -0.8721)
H (-0.4764, 2.9564, -3.0626)
H (-2.2863, 4.4524, -3.7539)
H (-3.4726, 3.0545, -3.8615)
H (-3.0464, 3.7420, -2.3114)
H (-2.2222, 0.9894, -4.6530)
H (-1.1289, 2.2228, -5.3225)
H (-0.4084, 0.9567, -4.4077)
C (2.1330, 3.4242, -2.1707)
S (2.4456, 2.3985, -0.6686)
C (3.2646, 3.5228, 0.4758)
H (1.1011, 3.8479, -2.0802)
H (2.0710, 2.6782, -2.9669)
H (2.8805, 4.2117, -2.2422)
H (4.2993, 3.3238, 0.5266)
H (2.7863, 3.3936, 1.4156)
H (3.0376, 4.5538, 0.1293)

Force components x, y, z for each atom (eV/Å):
-1.11 0.81 2.31
-0.66 0.98 -0.28
0.18 -1.69 0.21
-0.55 -0.88 2.20
0.36 0.56 0.94
2.25 -1.57 -0.13
-0.41 0.53 0.35
-0.11 0.35 0.42
-0.78 -0.57 0.76
0.16 0.71 0.95
0.36 -0.72 0.71
-0.55 1.15 0.76
-0.39 1.05 -1.97
0.56 -0.10 0.96
1.05 -1.30 0.29
-0.09 2.33 -0.08
-0.70 -0.37 -0.82
-0.66 -0.10 -0.79
-0.11 0.45 -0.48
0.75 0.57 0.27
-1.70 -0.89 -0.19
0.35 -0.93 -0.30
-0.17 -2.49 -0.32
-0.96 0.11 -0.97
-0.37 -1.26 0.75
2.18 1.25 -1.02
-1.08 -1.62 -0.67
-0.36 0.40 -0.93
1.45 1.34 -0.42
0.15 -1.68 -0.75
0.74 -0.23 0.42
0.23 0.42 -0.53
0.16 -0.50 0.31
0.19 -0.20 0.34
-0.42 0.67 -0.44
0.90 0.87 -0.67
-0.15 -0.11 -1.22
-0.98 0.61 0.39
-0.58 0.28 -0.07
0.04 -0.14 -0.45
-0.19 -0.35 -0.11
-0.04 0.22 -0.56
-0.09 -0.59 -0.15
-0.35 0.31 -0.09
-0.17 -0.32 -1.44
0.71 0.90 -0.17
-0.18 -1.06 0.38
-0.06 -1.05 -0.37
-0.56 0.23 0.32
0.02 -0.22 -0.90
-0.24 0.50 0.43
-0.10 0.19 0.31
-0.25 0.50 0.90
1.17 0.69 -0.89
0.55 -0.57 0.45
0.36 0.64 0.30
0.23 -0.20 0.37
0.04 -0.17 0.21
-0.84 -0.46 0.52
-1.01 0.30 0.12
-0.46 1.14 -0.58
0.50 -0.03 -0.01
0.90 1.34 0.37
-0.57 0.19 0.29
-0.56 -1.94 0.65
0.26 -0.11 -0.03
-0.10 0.12 0.32
1.08 0.70 0.38
-0.27 0.49 0.29
-0.96 0.32 0.23
-1.49 -0.52 0.94
2.63 0.20 -2.11
-1.73 1.18 -0.96
0.95 0.05 0.03
0.54 0.45 -0.20
0.00 -0.31 -0.33
1.06 -0.23 -0.04
-0.29 -0.03 0.97
0.37 -0.61 0.32

Results
* charge: +1
* E_tot: -66509.318 eV
* Kohn-Sham gap: 6.37 eV
* M: 609.41 g/mol
* E_HOMO: -8.89 eV


# 4
ORCA calculation (the ωB97M-V functional and the def2-TZVPD basis) on a molecular structure, C18H23BIN4O3V.

Element x y z (Å)
C (1.6018, 1.5670, -2.2665)
I (2.7409, -1.1461, -3.2492)
H (1.1079, 2.2369, -2.9916)
H (1.6500, 0.5884, -2.8818)
H (2.6173, 1.9142, -2.0505)
C (2.9022, -1.9910, 1.4112)
C (3.7081, -0.9502, 1.0940)
N (2.9249, 0.0378, 0.5725)
C (1.6015, -0.3751, 0.5166)
N (1.6206, -1.6423, 1.0770)
H (3.1442, -2.9232, 1.8961)
H (4.7725, -0.8319, 1.2400)
C (-2.5646, -1.4917, -3.0611)
C (-1.0808, -0.3359, -1.7853)
N (-1.5501, -1.5834, -2.1464)
H (-3.4372, 0.3067, -3.9920)
N (-1.8393, 0.5081, -2.5590)
H (-3.0810, -2.3502, -3.4510)
V (0.8582, -0.1572, -1.4169)
C (0.6452, 1.7242, -0.8857)
O (0.3151, 2.8781, -0.6254)
C (-2.7413, -0.1802, -3.3292)
C (-1.8365, 1.9487, -2.5721)
H (-2.7606, 2.2642, -3.0710)
H (-0.9839, 2.3456, -3.1390)
H (-1.8159, 2.3598, -1.5570)
C (-1.1719, -2.8531, -1.5743)
H (-1.7593, -3.6328, -2.0722)
H (-1.4069, -2.8823, -0.5021)
H (-0.0992, -3.0481, -1.7182)
C (0.4786, -2.3356, 1.6133)
H (0.8310, -3.2933, 2.0110)
H (-0.2610, -2.5280, 0.8302)
H (0.0035, -1.7681, 2.4265)
C (3.4449, 1.3605, 0.3270)
H (3.9513, 1.3997, -0.6446)
H (4.1915, 1.5967, 1.0980)
H (2.6513, 2.1083, 0.3576)
O (-1.1186, 0.1509, 0.5442)
B (0.3215, 0.6071, 0.4263)
O (0.6160, 1.3458, 1.6905)
C (-0.5017, 1.2667, 2.4398)
C (-0.6562, 1.6030, 3.7877)
C (-1.8391, 1.2310, 4.4270)
C (-2.8586, 0.5589, 3.7413)
C (-2.7213, 0.2341, 2.3918)
C (-1.5304, 0.5806, 1.7546)
H (0.1503, 2.1226, 4.2987)
H (-1.9746, 1.4649, 5.4860)
H (-3.7759, 0.2783, 4.2618)
H (-3.4847, -0.2890, 1.8214)

Force components x, y, z for each atom (eV/Å):
-1.08 1.61 -0.56
1.13 -2.35 -0.60
0.31 0.39 0.36
-0.18 2.31 0.65
0.15 -0.02 -0.46
0.48 0.13 0.30
0.32 -0.71 0.46
1.23 1.32 0.20
-1.88 -1.42 -1.68
0.08 -1.67 1.21
0.00 -0.04 -0.13
-0.13 -0.06 -0.15
-0.51 0.05 -0.61
2.24 -0.61 -1.80
-1.13 -0.56 0.18
0.00 -0.01 0.03
-1.41 0.22 0.12
-0.03 -0.08 -0.07
0.50 -0.55 -0.02
0.41 -2.34 -2.05
-0.48 2.15 0.70
-0.28 -0.49 -0.10
0.17 0.23 0.14
0.10 0.03 0.07
-0.09 -0.05 0.26
0.19 -0.10 -0.27
0.15 0.15 0.08
0.12 0.04 0.00
0.03 0.04 -0.33
-0.19 0.04 0.08
0.18 0.04 -0.08
-0.10 0.07 -0.02
0.18 0.19 0.29
-0.06 -0.02 -0.06
0.06 -0.16 0.12
-0.03 0.09 -0.02
-0.09 0.02 0.03
0.07 -0.13 -0.01
-0.41 1.00 1.98
1.19 0.30 0.36
-1.86 1.31 1.39
0.42 -0.09 0.18
0.26 0.02 -0.78
-0.66 -0.16 0.18
-0.02 0.32 0.53
0.64 0.28 -0.55
-0.14 -0.64 0.51
-0.12 -0.12 0.03
0.02 -0.05 -0.26
0.21 0.10 -0.02
0.05 -0.03 0.18

Results
* charge: -2
* spin multiplicity: 3
* E_tot: -65600.885 eV
* Kohn-Sham gap (alpha / beta): 2.49 / 2.44 eV
* M: 532.07 g/mol
* E_HOMO (alpha / beta): 2.18 / 2.34 eV
* <S²>: 2.436


> Which value of E_tot does entry 3 give?

-66509.318 eV


> M of number 2 (CH3N3S)?

89.12 g/mol